# C5H20N10O5

A 5-piece molecular cluster, C5H20N10O5 overall at a distorted geometry (ωB97M-V with the def2-TZVPD basis set, OMol25).

Each line ends with the natural charge from an NBO analysis.
Element x y z (Å)
N 8.496 -15.112 -42.648  -0.858
C 8.686 -14.102 -41.770  0.770
N 9.862 -13.437 -41.994  -0.863
O 7.871 -13.756 -40.934  -0.662
H 9.225 -15.377 -43.285  0.397
H 7.608 -15.573 -42.665  0.402
H 10.222 -12.739 -41.374  0.399
H 10.469 -13.739 -42.740  0.405
N 8.857 -12.107 -50.100  -0.829
C 9.847 -13.038 -50.114  0.789
N 9.979 -13.693 -51.298  -0.830
O 10.580 -13.211 -49.140  -0.739
H 8.289 -11.989 -50.917  0.392
H 8.738 -11.549 -49.275  0.418
H 10.539 -14.512 -51.459  0.428
H 9.369 -13.450 -52.058  0.386
N 14.446 -15.076 -45.290  -0.876
C 14.937 -14.131 -44.433  0.763
N 14.147 -13.860 -43.367  -0.849
O 16.009 -13.578 -44.621  -0.660
H 13.554 -15.528 -45.201  0.404
H 15.049 -15.279 -46.068  0.408
H 14.439 -13.171 -42.702  0.405
H 13.181 -14.149 -43.356  0.409
N 11.980 -13.679 -46.516  -0.864
C 11.018 -14.194 -45.711  0.788
N 9.815 -14.377 -46.308  -0.847
O 11.221 -14.492 -44.529  -0.752
H 12.926 -13.713 -46.177  0.427
H 11.661 -13.356 -47.419  0.428
H 9.649 -14.090 -47.258  0.409
H 9.084 -14.775 -45.750  0.408
N 12.180 -16.055 -48.650  -0.852
C 11.637 -16.852 -49.608  0.772
N 10.306 -16.532 -49.804  -0.872
O 12.204 -17.744 -50.196  -0.644
H 13.109 -16.208 -48.303  0.399
H 11.683 -15.347 -48.143  0.397
H 9.942 -15.713 -49.357  0.387
H 9.822 -17.028 -50.528  0.405

Cartesian forces (eV/Å) of the 6 atoms listed first:
-0.219 -0.763 -0.554
0.174 1.349 0.247
0.570 -0.120 -0.219
-0.063 -0.272 0.149
0.008 -0.083 -0.016
0.007 -0.073 0.106

The calculation puts the gap between HOMO and LUMO at 9.49 eV. Its charge is 0. The value obtained for the calculated total energy is -30653.6605 eV. The relative energy (zero: lowest compared OMol25 entry of this formula, charge and spin) comes out at 0.000 eV.